i.
Formula: C4H12N4
Source: the Open Molecules 2025 dataset
Level of theory: ωB97M-V/def2-TZVPD

E_HOMO (alpha / beta): -17.859 / -18.308 eV
HOMO-LUMO gap (alpha / beta): 0.28721 / 0.30900 hartree
spin multiplicity: 1
net charge: +2

Last columns: bonded neighbours and bond lengths (Å).
CARTESIAN COORDINATES (ANGSTROEM)
1 C -2.787 0.626 0.631  N5 1.226, N6 1.458, H9 1.142
2 C -4.186 -1.250 0.068  N5 1.213, H10 1.141, H11 1.146
3 C 2.908 -0.305 0.358  C4 1.544, H12 1.062, H13 1.102, H14 1.192
4 C 1.636 0.568 0.291  C3 1.544, N8 1.471, H15 1.149, H16 1.084
5 N -3.473 -0.272 0.157  C1 1.226, C2 1.213
6 N -1.684 1.278 -0.066  C1 1.458, N7 1.317, H17 1.079
7 N -1.160 0.595 -1.063  N6 1.317, H18 1.056
8 N 0.761 -0.261 -0.552  C4 1.471, H19 0.966, H20 0.991
9 H -3.045 1.008 1.676  C1 1.142
10 H -3.845 -2.277 0.430  C2 1.141
11 H -5.122 -1.265 -0.592  C2 1.146
12 H 2.624 -1.136 0.955  C3 1.062
13 H 3.488 -0.347 -0.579  C3 1.102
14 H 3.616 0.178 1.186  C3 1.192
15 H 1.709 1.521 -0.347  C4 1.149
16 H 1.263 0.595 1.309  C4 1.084
17 H -1.321 2.127 0.491  N6 1.079
18 H -0.718 1.207 -1.802  N7 1.056
19 H 0.336 -1.113 -0.391  N8 0.966
20 H 1.105 -0.130 -1.472  N8 0.991

ii.
Formula: C4H12N4
Source: the Open Molecules 2025 dataset
Level of theory: ωB97M-V/def2-TZVPD

E_HOMO: -17.932 eV
HOMO-LUMO gap: 0.36511 hartree
spin multiplicity: 1
net charge: +2

Last columns: bonded neighbours and bond lengths (Å).
CARTESIAN COORDINATES (ANGSTROEM)
1 C -1.358 0.013 -2.102  N5 1.284, N6 1.378, H9 0.996
2 C -3.828 -0.217 -1.641  N5 1.250, H10 1.108, H11 1.172
3 C 2.672 0.903 2.005  C4 1.506, H12 1.171, H13 1.152, H14 1.171
4 C 2.246 -0.002 0.879  C3 1.506, H15 1.070, H16 1.140
5 N -2.596 -0.051 -1.764  C1 1.284, C2 1.250
6 N -0.278 -0.386 -1.344  C1 1.378, N7 1.339, H17 1.027
7 N -0.352 -0.830 -0.083  N6 1.339, N8 1.433, H18 1.005
8 N 0.213 -0.098 1.013  N7 1.433, H19 1.025, H20 0.984
9 H -1.101 0.242 -3.037  C1 0.996
10 H -4.504 0.624 -1.390  C2 1.108
11 H -4.423 -1.225 -1.580  C2 1.172
12 H 1.794 1.556 2.420  C3 1.171
13 H 2.950 0.230 2.898  C3 1.152
14 H 3.515 1.621 1.626  C3 1.171
15 H 2.459 -1.035 0.695  C4 1.070
16 H 2.423 0.475 -0.142  C4 1.140
17 H 0.681 -0.071 -1.532  N6 1.027
18 H -0.532 -1.809 0.059  N7 1.005
19 H -0.203 0.805 1.264  N8 1.025
20 H 0.222 -0.744 1.755  N8 0.984

The structure with the least stability is i.

i.
Formula: C3H4ClF
Source: the Open Molecules 2025 dataset
Level of theory: ωB97M-V/def2-TZVPD

SMILES: C=C=CF.Cl
E_HOMO: -10.036 eV
HOMO-LUMO gap: 0.39001 hartree
spin multiplicity: 1

Last columns: bonded neighbours and bond lengths (Å).
CARTESIAN COORDINATES (ANGSTROEM)
1 C -0.521 -1.812 -0.203  C2 1.275, H5 1.100, H6 1.110
2 C -0.631 -0.543 -0.148  C1 1.275, C3 1.281
3 C -0.909 0.708 -0.151  C2 1.281, F4 1.407, H7 1.101
4 F -1.712 1.459 0.727  C3 1.407
5 H -1.290 -2.278 -0.837  C1 1.100
6 H 0.024 -2.411 0.555  C1 1.110
7 H -0.470 1.488 -0.792  C3 1.101
8 Cl 3.274 1.301 0.398  H9 1.303
9 H 2.235 2.087 0.450  Cl8 1.303

ii.
Formula: C3H4ClF
Source: the Open Molecules 2025 dataset
Level of theory: ωB97M-V/def2-TZVPD

E_HOMO (alpha / beta): -9.584 / -7.818 eV
HOMO-LUMO gap (alpha / beta): 0.36516 / 0.22809 hartree
spin multiplicity: 1

Last columns: bonded neighbours and bond lengths (Å).
CARTESIAN COORDINATES (ANGSTROEM)
1 C 1.401 0.933 -1.509  C3 1.294, H6 1.143, H7 1.085
2 C -1.079 -0.717 1.422  F4 1.388, Cl5 1.767, H8 1.123
3 C 0.681 0.103 -0.825  C1 1.294, H9 1.209
4 F -1.656 0.542 1.334  C2 1.388
5 Cl -2.203 -1.882 0.714  C2 1.767
6 H 2.058 0.249 -2.147  C1 1.143
7 H 1.745 1.962 -1.503  C1 1.085
8 H -0.909 -0.752 2.532  C2 1.123
9 H -0.038 -0.438 -0.018  C3 1.209

The structure with the least stability is ii.